(1)
The following is a DFT calculation (ωB97M-V/def2-TZVPD) of C2H4F2O as an isolated structure in a non-equilibrium geometry.

Summary:
HOMO level = -11.24 eV
Gap between HOMO and LUMO = 12.19 eV
Energy above the lowest of the compared OMol25 structures with the same formula, charge and spin = 2.835 eV

Each line ends with the Löwdin charge.
Cartesian coordinates (Å):
C1 -0.360 -0.343 0.385  -0.08
C2 0.773 0.041 -0.514  -0.36
H1 -1.818 0.718 0.232  0.03
H2 -0.081 0.391 1.485  0.23
H3 -0.177 -1.472 0.486  0.13
H4 0.718 -0.031 -1.627  0.17
O1 -1.826 -0.041 -0.362  -0.11
F1 1.849 -0.652 -0.076  0.04
F2 0.923 1.390 -0.008  -0.06

(2)
The following is a DFT calculation (ωB97M-V/def2-TZVPD) of a 14-piece molecular cluster, C56H154N14O14 overall in a non-equilibrium geometry.

Summary:
HOMO level = -8.03 eV
Gap between HOMO and LUMO = 8.52 eV
Energy above the lowest of the compared OMol25 structures with the same formula, charge and spin = 4.359 eV

Each line ends with the Löwdin charge.
Cartesian coordinates (Å):
C1 10.973 -12.414 0.097  -0.07
C2 12.132 -11.803 0.839  -0.43
C3 13.432 -11.797 0.045  -0.19
O1 13.251 -11.140 -1.226  -0.17
C4 14.510 -11.072 -1.867  -0.10
N1 11.814 -10.393 1.206  0.03
H1 10.652 -11.899 -0.806  0.08
H2 10.157 -12.472 0.820  0.08
H3 11.261 -13.427 -0.202  0.08
H4 12.304 -12.259 1.818  0.14
H5 13.674 -12.863 -0.027  0.12
H6 14.255 -11.238 0.493  0.11
H7 15.080 -12.010 -1.916  0.03
H8 15.155 -10.310 -1.428  0.08
H9 14.356 -10.967 -2.944  0.10
H10 10.832 -10.333 1.465  0.06
H11 11.786 -10.002 0.262  0.06
C5 21.470 -11.928 -7.903  -0.06
C6 20.166 -11.231 -7.486  -0.39
C7 19.140 -12.248 -7.011  -0.20
O2 18.778 -13.046 -8.115  -0.16
C8 17.601 -13.767 -7.887  -0.12
N2 20.485 -10.249 -6.465  0.05
H12 22.363 -11.320 -8.032  0.08
H13 21.300 -12.580 -8.760  0.09
H14 21.695 -12.634 -7.095  0.03
H15 19.793 -10.804 -8.427  0.13
H16 18.277 -11.740 -6.568  0.12
H17 19.636 -12.865 -6.250  0.07
H18 16.762 -13.086 -7.692  0.06
H19 17.644 -14.479 -7.057  0.08
H20 17.304 -14.292 -8.796  0.09
H21 19.894 -9.424 -6.621  0.03
H22 21.436 -9.904 -6.487  0.07
C9 19.805 -2.766 0.425  -0.07
C10 20.919 -2.433 1.425  -0.43
C11 22.266 -3.018 0.996  -0.20
O3 22.402 -4.399 1.292  -0.20
C12 23.443 -5.056 0.639  -0.12
N3 21.090 -0.981 1.379  0.03
H23 19.952 -2.350 -0.569  0.08
H24 18.880 -2.421 0.888  0.08
H25 19.773 -3.856 0.335  0.05
H26 20.694 -2.915 2.383  0.13
H27 23.081 -2.488 1.506  0.12
H28 22.488 -2.927 -0.075  0.13
H29 23.404 -6.100 0.949  0.08
H30 24.437 -4.654 0.864  0.09
H31 23.295 -5.010 -0.448  0.09
H32 22.012 -0.752 1.748  0.06
H33 20.528 -0.541 2.105  0.08
C13 17.159 -9.014 -5.799  -0.03
C14 17.475 -8.513 -7.193  -0.43
C15 16.398 -7.551 -7.719  -0.18
O4 15.073 -8.064 -7.569  -0.18
C16 14.814 -9.246 -8.285  -0.13
N4 18.815 -7.923 -7.245  0.05
H34 16.169 -9.466 -5.798  0.08
H35 17.280 -8.160 -5.126  0.08
H36 17.887 -9.758 -5.475  0.04
H37 17.500 -9.326 -7.927  0.13
H38 16.586 -7.424 -8.793  0.12
H39 16.380 -6.545 -7.298  0.12
H40 13.763 -9.472 -8.088  0.09
H41 15.457 -10.086 -8.020  0.07
H42 14.757 -9.115 -9.373  0.10
H43 19.105 -7.820 -8.208  0.09
H44 18.765 -7.051 -6.716  0.04
C17 18.856 -5.940 7.005  -0.07
C18 18.528 -6.703 5.743  -0.46
C19 19.386 -6.234 4.549  -0.17
O5 18.794 -6.793 3.370  -0.23
C20 19.389 -6.204 2.211  -0.10
N5 18.675 -8.123 5.917  0.06
H45 18.249 -6.254 7.854  0.08
H46 18.641 -4.881 6.840  0.08
H47 19.920 -5.989 7.241  0.08
H48 17.519 -6.454 5.387  0.14
H49 20.404 -6.617 4.642  0.13
H50 19.252 -5.156 4.436  0.13
H51 18.882 -6.567 1.319  0.07
H52 20.466 -6.341 2.088  0.08
H53 19.301 -5.114 2.163  0.07
H54 18.023 -8.527 6.575  0.08
H55 18.615 -8.647 5.058  0.03
C21 17.102 -17.241 -4.636  -0.03
C22 17.908 -16.781 -3.368  -0.41
C23 17.013 -16.129 -2.334  -0.19
O6 16.607 -14.824 -2.721  -0.25
C24 16.192 -14.051 -1.600  -0.10
N6 18.597 -17.902 -2.758  0.02
H56 16.357 -17.960 -4.296  0.08
H57 17.734 -17.762 -5.355  0.07
H58 16.701 -16.317 -5.055  0.05
H59 18.766 -16.139 -3.565  0.10
H60 17.535 -16.060 -1.375  0.12
H61 16.105 -16.718 -2.142  0.13
H62 15.242 -14.367 -1.163  0.10
H63 16.207 -13.012 -1.923  0.04
H64 16.918 -14.143 -0.786  0.09
H65 18.098 -18.683 -2.354  0.07
H66 19.235 -18.284 -3.445  0.07
C25 21.884 -9.283 2.799  -0.08
C26 21.561 -10.744 2.998  -0.38
C27 22.774 -11.510 3.583  -0.19
O7 22.642 -12.927 3.600  -0.19
C28 21.814 -13.497 4.599  -0.11
N7 20.440 -10.745 3.974  0.04
H67 20.988 -8.736 2.498  0.06
H68 22.700 -9.090 2.103  0.08
H69 22.127 -8.812 3.756  0.09
H70 21.228 -11.158 2.045  0.12
H71 23.064 -11.101 4.555  0.13
H72 23.646 -11.377 2.938  0.13
H73 21.912 -12.882 5.498  0.09
H74 22.018 -14.549 4.783  0.09
H75 20.784 -13.436 4.229  0.08
H76 20.510 -9.910 4.533  0.06
H77 20.348 -11.571 4.542  0.05
C29 20.391 -14.143 -4.683  -0.07
C30 21.463 -14.433 -3.586  -0.37
C31 20.947 -13.831 -2.271  -0.21
O8 21.973 -13.921 -1.292  -0.17
C32 21.849 -12.925 -0.292  -0.11
N8 21.761 -15.863 -3.375  0.05
H78 19.388 -14.317 -4.287  0.07
H79 20.613 -14.566 -5.660  0.08
H80 20.339 -13.055 -4.816  0.03
H81 22.392 -13.956 -3.895  0.11
H82 20.083 -14.446 -1.993  0.12
H83 20.665 -12.784 -2.412  0.07
H84 22.019 -11.955 -0.776  0.08
H85 22.624 -13.052 0.462  0.08
H86 20.887 -12.896 0.228  0.08
H87 22.312 -16.122 -4.194  0.03
H88 21.000 -16.534 -3.409  0.04
C33 19.496 -5.113 -2.405  -0.05
C34 19.302 -5.585 -3.835  -0.42
C35 19.328 -4.532 -4.962  -0.17
O9 19.061 -5.258 -6.159  -0.25
C36 18.954 -4.464 -7.346  -0.08
N9 20.318 -6.626 -4.106  0.06
H89 20.374 -4.493 -2.244  0.08
H90 19.530 -6.022 -1.800  0.06
H91 18.560 -4.633 -2.110  0.08
H92 18.421 -6.228 -3.955  0.12
H93 20.313 -4.059 -4.965  0.13
H94 18.542 -3.797 -4.774  0.13
H95 19.205 -3.414 -7.215  0.09
H96 18.005 -4.603 -7.866  0.08
H97 19.690 -4.938 -8.002  0.09
H98 20.120 -7.119 -4.971  0.05
H99 20.243 -7.327 -3.374  0.05
C37 23.521 -16.025 -7.676  -0.06
C38 24.213 -15.165 -6.625  -0.43
C39 23.540 -13.785 -6.586  -0.23
O10 24.182 -13.015 -5.610  -0.18
C40 23.693 -11.705 -5.386  -0.09
N10 24.120 -15.726 -5.302  0.04
H100 23.839 -17.067 -7.664  0.08
H101 23.747 -15.611 -8.658  0.08
H102 22.460 -15.955 -7.424  0.08
H103 25.260 -15.149 -6.958  0.14
H104 22.500 -13.900 -6.264  0.09
H105 23.613 -13.278 -7.555  0.12
H106 23.647 -11.050 -6.262  0.08
H107 24.408 -11.152 -4.774  0.08
H108 22.785 -11.867 -4.802  0.07
H109 24.532 -16.649 -5.222  0.09
H110 24.602 -15.210 -4.575  0.09
C41 12.786 -14.982 -8.231  -0.06
C42 13.290 -13.754 -7.404  -0.39
C43 14.422 -14.206 -6.472  -0.21
O11 15.020 -13.091 -5.817  -0.20
C44 15.696 -13.392 -4.634  -0.12
N11 13.780 -12.714 -8.365  0.05
H111 12.235 -14.663 -9.110  0.07
H112 12.151 -15.630 -7.625  0.07
H113 13.682 -15.549 -8.486  0.07
H114 12.527 -13.337 -6.746  0.14
H115 15.262 -14.616 -7.044  0.11
H116 13.962 -14.903 -5.765  0.13
H117 15.079 -14.013 -3.976  0.10
H118 15.955 -12.433 -4.183  0.07
H119 16.653 -13.908 -4.790  0.08
H120 14.701 -13.062 -8.606  0.05
H121 13.840 -11.849 -7.844  0.04
C45 17.509 -11.178 1.029  -0.05
C46 17.870 -9.748 1.338  -0.43
C47 16.814 -8.753 0.815  -0.16
O12 16.755 -8.851 -0.602  -0.25
C48 16.171 -7.747 -1.237  -0.11
N12 17.981 -9.582 2.802  0.05
H122 16.500 -11.429 1.364  0.08
H123 18.114 -11.943 1.528  0.08
H124 17.667 -11.464 -0.015  0.06
H125 18.783 -9.454 0.810  0.10
H126 17.218 -7.768 1.066  0.10
H127 15.807 -8.994 1.165  0.14
H128 16.317 -7.897 -2.309  0.08
H129 16.623 -6.820 -0.871  0.08
H130 15.080 -7.674 -1.152  0.09
H131 18.205 -8.590 2.980  0.03
H132 18.839 -10.119 3.061  0.03
C49 28.053 -7.292 -5.277  -0.07
C50 26.834 -8.227 -5.284  -0.42
C51 25.461 -7.533 -5.017  -0.17
O13 24.497 -8.557 -4.698  -0.21
C52 23.221 -8.017 -4.489  -0.14
N13 26.742 -9.002 -6.520  0.04
H133 28.113 -6.551 -6.072  0.07
H134 28.923 -7.940 -5.398  0.07
H135 28.087 -6.914 -4.255  0.07
H136 26.999 -8.908 -4.447  0.14
H137 25.072 -7.031 -5.905  0.12
H138 25.533 -6.864 -4.155  0.12
H139 22.464 -8.778 -4.300  0.06
H140 22.787 -7.501 -5.354  0.08
H141 23.234 -7.376 -3.603  0.08
H142 26.444 -8.423 -7.293  0.07
H143 26.119 -9.785 -6.383  0.06
C53 18.363 -11.477 -3.114  -0.04
C54 19.512 -10.492 -3.066  -0.40
C55 19.736 -9.938 -1.656  -0.19
O14 20.800 -9.008 -1.736  -0.21
C56 21.165 -8.412 -0.515  -0.09
N14 20.735 -11.019 -3.673  0.05
H144 18.573 -12.345 -2.485  0.07
H145 18.260 -11.769 -4.159  0.06
H146 17.464 -10.993 -2.723  0.08
H147 19.276 -9.573 -3.623  0.12
H148 19.995 -10.720 -0.927  0.11
H149 18.821 -9.489 -1.263  0.10
H150 22.007 -7.727 -0.588  0.09
H151 21.480 -9.185 0.194  0.07
H152 20.274 -7.892 -0.148  0.07
H153 20.668 -10.772 -4.671  0.02
H154 21.507 -10.446 -3.345  0.06

(3)
The following is a DFT calculation (ωB97M-V/def2-TZVPD) of C6H12BF3 as an isolated structure in a non-equilibrium geometry.

Summary:
HOMO level = -10.43 eV
Gap between HOMO and LUMO = 10.67 eV
Energy above the lowest of the compared OMol25 structures with the same formula, charge and spin = 1.986 eV

Each line ends with the Löwdin charge.
Cartesian coordinates (Å):
B1 -0.242 -0.321 -0.522  -0.26
C1 1.469 1.366 -1.083  -0.10
C2 1.332 -1.248 1.371  -0.09
C3 0.056 0.829 -1.568  -0.13
C4 0.860 -1.459 -0.115  -0.17
C5 -1.642 -0.341 0.093  -0.15
C6 -2.152 0.845 0.928  -0.32
F1 -1.821 -1.502 0.872  -0.04
F2 -3.486 0.800 1.247  0.06
F3 -1.486 0.899 2.143  0.06
H1 2.150 0.623 -0.681  0.05
H2 1.994 1.958 -1.821  0.06
H3 1.280 2.187 -0.262  0.11
H4 0.513 -1.839 1.862  0.08
H5 2.377 -1.753 1.398  0.10
H6 1.421 -0.265 1.828  0.07
H7 -0.711 1.567 -1.674  0.08
H8 0.403 0.465 -2.527  0.10
H9 1.766 -1.514 -0.583  0.05
H10 0.405 -2.361 -0.366  0.08
H11 -2.605 -0.586 -0.845  0.25
H12 -1.883 1.650 0.307  0.13

(4)
The following is a DFT calculation (ωB97M-V/def2-TZVPD) of a 2-piece molecular cluster, C4H12O overall in a non-equilibrium geometry.

Summary:
HOMO level = -10.89 eV
Gap between HOMO and LUMO = 11.80 eV
Energy above the lowest of the compared OMol25 structures with the same formula, charge and spin = 0.501 eV
SMILES string = CC(C)C.O

Each line ends with the Löwdin charge.
Cartesian coordinates (Å):
C1 -1.422 -0.808 -0.694  -0.11
C2 0.045 -1.202 -0.945  -0.48
C3 1.042 -0.070 -0.682  -0.10
C4 0.242 -1.744 -2.415  -0.08
H1 -1.986 -1.744 -0.653  0.07
H2 -1.839 -0.165 -1.517  0.09
H3 -1.666 -0.305 0.257  0.07
H4 0.110 -2.072 -0.270  0.12
H5 1.933 -0.465 -0.202  0.07
H6 1.411 0.466 -1.547  0.07
H7 0.713 0.766 -0.047  0.07
H8 -0.281 -0.976 -3.003  0.07
H9 -0.458 -2.574 -2.443  0.06
H10 1.283 -1.913 -2.685  0.08
O1 0.052 4.515 5.765  -0.06
H11 1.001 4.547 5.845  0.02
H12 -0.180 3.743 5.237  0.03

(5)
The following is a DFT calculation (ωB97M-V/def2-TZVPD) of one molecule with the formula C4H2F3NO2S in a non-equilibrium geometry.

Summary:
HOMO level = -9.91 eV
Gap between HOMO and LUMO = 9.98 eV

Each line ends with the Löwdin charge.
Cartesian coordinates (Å):
C1 -0.145 1.161 -0.072  -0.08
C2 -0.469 -0.926 0.358  -0.21
C3 0.994 0.526 0.424  -0.26
C4 3.657 -0.637 -0.066  -0.81
N1 0.719 -0.764 0.668  0.06
O1 3.425 1.958 -0.042  -0.52
O2 -1.075 0.194 -0.137  0.02
F1 2.972 -1.001 -1.130  0.14
F2 3.772 -1.691 0.694  0.14
F3 4.883 -0.369 -0.515  0.11
S1 3.050 0.925 0.882  1.07
H1 -0.462 2.187 -0.504  0.16
H2 -0.931 -1.989 0.378  0.18

(6)
The following is a DFT calculation (ωB97M-V/def2-TZVPD) of a 13-piece molecular cluster, C20H66O23 overall in a non-equilibrium geometry.

Summary:
HOMO level = -9.63 eV
Gap between HOMO and LUMO = 9.75 eV
Energy above the lowest of the compared OMol25 structures with the same formula, charge and spin = 1.423 eV

Each line ends with the Löwdin charge.
Cartesian coordinates (Å):
O1 2.820 -3.564 0.852  -0.04
H1 3.152 -3.049 0.116  0.04
H2 3.376 -4.343 0.870  0.04
O2 -0.507 3.245 4.276  -0.05
H3 -0.787 2.941 3.413  0.00
H4 -0.319 4.175 4.154  0.03
O3 -4.427 2.103 -1.470  -0.04
H5 -4.918 1.321 -1.221  0.01
H6 -4.903 2.826 -1.063  0.04
C1 -3.209 -3.165 -1.523  -0.30
C2 -4.413 -2.402 -1.774  -0.22
O4 -4.234 -1.099 -2.346  -0.07
O5 -2.688 -3.061 -0.270  -0.06
H7 -2.399 -2.977 -2.228  0.12
H8 -3.355 -4.245 -1.527  0.14
H9 -5.030 -2.320 -0.880  0.14
H10 -4.832 -2.938 -2.626  0.12
H11 -3.498 -1.240 -2.946  0.03
H12 -2.586 -2.167 0.065  0.06
C3 0.733 -6.060 -2.058  -0.20
C4 0.234 -5.106 -0.921  -0.24
O6 0.073 -3.798 -1.334  -0.07
O7 2.041 -6.499 -1.732  -0.07
H13 0.704 -5.510 -2.999  0.11
H14 0.043 -6.898 -2.150  0.11
H15 0.929 -5.241 -0.092  0.10
H16 -0.729 -5.427 -0.526  0.12
H17 -0.785 -3.539 -0.989  0.05
H18 2.037 -7.033 -0.934  0.08
C5 -0.908 -0.660 -4.587  -0.24
C6 0.238 -1.463 -3.983  -0.16
O8 0.028 -2.946 -4.174  -0.10
O9 -2.228 -1.112 -4.447  -0.06
H19 -0.663 -0.715 -5.648  0.12
H20 -0.797 0.390 -4.316  0.12
H21 0.079 -1.315 -2.915  0.10
H22 1.218 -1.182 -4.369  0.12
H23 0.159 -3.400 -3.339  0.01
H24 -2.461 -1.870 -4.988  0.11
C7 3.222 4.459 2.039  -0.24
C8 2.290 3.505 1.298  -0.24
O10 1.832 4.095 0.125  -0.09
O11 2.499 5.635 2.196  -0.06
H25 4.009 4.701 1.325  0.12
H26 3.580 4.116 3.009  0.12
H27 1.287 3.319 1.681  0.12
H28 2.858 2.611 1.040  0.11
H29 1.963 3.579 -0.674  0.05
H30 1.991 5.664 1.382  0.07
C9 -1.501 3.822 -1.683  -0.26
C10 -1.102 3.820 -3.178  -0.19
O12 0.307 3.538 -3.326  -0.07
O13 -1.021 4.978 -1.152  -0.06
H31 -1.280 2.929 -1.099  0.11
H32 -2.541 4.107 -1.530  0.11
H33 -1.380 4.695 -3.765  0.12
H34 -1.714 3.071 -3.680  0.11
H35 0.821 4.347 -3.272  0.08
H36 -0.066 5.070 -1.172  0.07
C11 4.442 0.674 -2.532  -0.29
C12 3.291 1.067 -1.715  -0.26
O14 2.921 2.408 -1.940  -0.05
O15 4.128 0.705 -3.883  -0.04
H37 4.611 -0.371 -2.272  0.13
H38 5.192 1.419 -2.267  0.13
H39 3.350 0.980 -0.630  0.10
H40 2.544 0.319 -1.980  0.12
H41 2.448 2.475 -2.772  0.08
H42 4.875 0.397 -4.402  0.09
C13 0.588 -0.781 0.715  -0.19
C14 -0.538 0.323 0.574  -0.15
O16 -1.757 -0.293 0.058  -0.10
O17 1.766 -0.036 1.019  -0.08
H43 0.728 -1.348 -0.206  0.10
H44 0.460 -1.562 1.464  0.10
H45 -0.145 1.006 -0.179  0.11
H46 -0.902 0.895 1.428  0.11
H47 -2.396 0.407 -0.094  0.05
H48 2.170 -0.437 1.793  0.06
C15 -4.956 0.419 1.926  -0.21
C16 -4.054 1.673 1.914  -0.27
O18 -3.179 1.777 2.958  -0.05
O19 -5.806 0.413 3.077  -0.05
H49 -4.309 -0.454 2.015  0.10
H50 -5.419 0.320 0.945  0.11
H51 -4.628 2.599 1.885  0.12
H52 -3.419 1.718 1.030  0.09
H53 -3.605 1.819 3.817  0.10
H54 -5.238 0.160 3.808  0.06
C17 -2.354 -1.093 4.747  -0.25
C18 -1.465 -1.506 3.631  -0.28
O20 -1.293 -2.898 3.560  -0.03
O21 -3.670 -1.579 4.631  -0.04
H55 -2.494 -0.013 4.692  0.11
H56 -1.833 -1.303 5.681  0.13
H57 -0.570 -0.884 3.635  0.12
H58 -1.989 -1.164 2.738  0.10
H59 -0.857 -3.252 2.782  0.09
H60 -3.591 -2.393 4.129  0.09
C19 5.843 1.159 2.555  -0.21
C20 4.700 0.234 3.247  -0.18
O22 5.218 -1.079 3.384  -0.09
O23 5.799 1.098 1.159  -0.09
H61 6.812 0.796 2.899  0.11
H62 5.802 2.241 2.681  0.10
H63 3.762 0.228 2.693  0.09
H64 4.612 0.448 4.312  0.11
H65 4.498 -1.680 3.589  0.08
H66 6.665 1.231 0.767  0.09

The lowest HOMO level belongs to which entry?
C2H4F2O